No. 1
ORCA calculation (ωB97M-V/def2-TZVPD) on 2 unconnected molecules or ions with the total composition C2H8OS.

Highest occupied orbital energy, Eh: -0.3108
Gap between HOMO and LUMO, eV: 9.1
Calculated total energy, eV: -15085.5768
ΔE to the lowest compared entry with this formula, charge and spin, eV: 0.902
SMILES string: CSC.O
LUMO level, eV: 0.680
Net charge: 0

Last column: Löwdin charge in e.
CARTESIAN COORDINATES (ANGSTROEM)
S (-2.155906, 0.985516, 0.563831)  0.639
O (2.334806, -1.611959, -1.261191)  -0.069
C (-0.470124, 2.000251, 0.564961)  -0.316
C (-1.125530, -0.635609, 0.297378)  -0.379
H (3.057836, -1.964446, -1.788571)  0.031
H (-0.868310, -1.014325, 1.273524)  0.018
H (0.298904, 1.290331, 0.396843)  -0.007
H (-0.243570, -0.384507, -0.233170)  -0.018
H (-1.676906, -1.414525, -0.251795)  0.030
H (-0.589568, 2.642864, -0.302555)  0.016
H (-0.540754, 2.491319, 1.530789)  0.014
H (1.979120, -2.384915, -0.790047)  0.041

Atomic forces in eV per Å
2.99 -1.13 -0.61
-0.23 -0.43 0.29
-3.36 -0.09 -0.10
-2.10 0.35 0.40
0.01 0.03 -0.02
0.09 -0.11 0.30
0.75 -0.25 0.35
0.61 0.18 -0.63
-0.02 0.50 0.21
0.31 0.34 0.29
0.76 0.20 -0.23
0.19 0.42 -0.25

No. 2
ORCA calculation (ωB97M-V/def2-TZVPD) on a molecular structure, C2H5NO2S.

Highest occupied orbital energy, Eh: -0.3527
Gap between HOMO and LUMO, eV: 8.9
Calculated total energy, eV: -18570.8261
ΔE to the lowest compared entry with this formula, charge and spin, eV: 4.743
LUMO level, eV: -0.716
Net charge: 0

Last column: Löwdin charge in e.
CARTESIAN COORDINATES (ANGSTROEM)
S (-1.675171, -0.633500, 0.730118)  0.879
O (1.040428, -0.668050, 2.095894)  0.016
O (-0.089133, 1.589829, 0.310880)  -0.124
N (0.656060, -0.917400, 0.966841)  -0.115
C (0.200878, -0.348358, -1.303240)  -0.098
C (-0.043585, -0.113171, 0.100022)  -0.810
H (-1.716757, 0.559769, 1.280885)  -0.109
H (0.152248, -1.518015, -1.460599)  0.144
H (0.777273, 1.580573, 0.713899)  0.034
H (-0.434828, 0.327348, -1.901878)  0.101
H (1.132587, 0.140976, -1.532824)  0.082

Atomic forces in eV per Å
-0.71 -0.41 -0.64
-0.34 0.82 -1.80
0.36 -4.20 -0.39
2.08 -1.98 2.47
0.10 -1.20 -1.57
-2.44 4.70 1.08
-0.39 0.54 0.58
0.17 2.61 -0.35
0.61 0.88 0.50
-0.53 -1.10 0.27
1.09 -0.67 -0.15

No. 3
ORCA calculation (ωB97M-V/def2-TZVPD) on 5 unconnected molecules or ions with the total composition C39H36F4O2.

Highest occupied orbital energy, Eh: -0.3312
Gap between HOMO and LUMO, eV: 7.5
Calculated total energy, eV: -55977.0668
SMILES string: CCCCCC1=CC(=O)c2ccccc2C1=O.Fc1ccccc1.Fc1ccccc1.Fc1ccccc1.Fc1ccccc1
LUMO level, eV: -1.490
Net charge: 0

Last column: Löwdin charge in e.
CARTESIAN COORDINATES (ANGSTROEM)
F (1.679747, -5.248930, -3.173717)  0.056
F (0.179747, -2.988930, 2.546283)  0.053
F (-1.060955, -1.846046, -3.314293)  0.057
F (-5.025529, 3.663583, -4.417785)  0.056
O (1.393401, 2.264427, 3.168580)  -0.028
O (-2.209345, 4.949546, 6.131698)  -0.046
C (-2.215969, -0.918305, -1.479438)  -0.021
C (2.362800, 2.282547, 6.528477)  -0.158
C (2.051501, -4.353708, -0.243961)  -0.080
C (3.551501, -6.613708, -5.963961)  -0.084
C (0.874327, -1.946848, 0.548014)  -0.026
C (-3.883328, 4.410905, -7.777980)  -0.084
C (-3.169958, 1.291319, -1.690301)  -0.086
C (-3.378099, 5.699885, -7.590757)  -0.099
C (2.312678, -5.328036, -4.351747)  -0.287
C (2.123146, -3.232503, -1.072028)  -0.095
C (2.374327, -4.206848, -5.171986)  -0.017
C (-2.165539, 2.577076, 4.923230)  -0.027
C (3.685447, 2.190798, 5.567003)  -0.210
C (-1.747453, -0.824512, -2.785328)  -0.293
C (-4.107619, 0.869388, 3.838005)  -0.051
C (3.161839, -0.462240, 4.971218)  -0.255
C (-2.699913, 1.373852, -3.001856)  -0.077
C (-4.489368, 4.326572, -5.451028)  -0.297
C (-1.560522, 3.799067, 5.893820)  -0.206
C (4.278788, 0.677903, 5.338374)  -0.219
C (-1.028904, 1.727207, 4.037334)  -0.022
C (0.961849, 2.651875, 5.769644)  -0.076
C (0.812678, -3.068036, 1.368253)  -0.291
C (3.037672, -4.287331, -6.396354)  -0.081
C (-2.987978, 0.018880, 2.988280)  -0.059
C (-1.387611, 0.460578, 3.060854)  0.022
C (-1.980010, 0.312869, -3.550572)  -0.015
C (1.537672, -2.027331, -0.676354)  -0.071
C (-3.430836, 6.299212, -6.331409)  -0.083
C (3.623146, -5.492503, -6.792028)  -0.099
C (-3.750409, 2.164455, 4.834392)  0.011
C (2.990611, -1.630750, 6.155738)  -0.149
C (2.897824, -6.529763, -4.734857)  -0.017
C (-4.436832, 3.718996, -6.700726)  -0.019
C (1.397824, -4.269763, 0.985143)  -0.014
C (-0.072795, 3.428378, 6.565165)  0.047
C (-2.926370, 0.147157, -0.926535)  -0.079
C (0.564228, 2.208212, 4.212189)  -0.181
C (-3.994478, 5.611396, -5.257048)  -0.018
H (0.406514, -1.021622, 0.868263)  0.090
H (0.106457, 3.793112, 7.670729)  0.126
H (2.080559, -0.063067, 4.774150)  0.089
H (4.023810, -2.063263, 6.494682)  0.074
H (-2.894273, 2.263698, -3.595743)  0.093
H (-3.290206, 0.086843, 0.096174)  0.077
H (-1.599638, 0.363857, -4.565385)  0.115
H (2.248049, -2.462370, 5.728478)  0.081
H (1.340408, -5.128987, 1.645115)  0.115
H (-4.051683, 6.065638, -4.273423)  0.116
H (2.504376, -5.291747, -0.555877)  0.105
H (3.578293, 2.709158, 4.519776)  0.111
H (-4.548739, 2.751556, 5.456599)  0.101
H (2.415554, -1.155525, 7.075980)  0.066
H (-4.826606, 2.714005, -6.825316)  0.116
H (1.598186, -1.154297, -1.321411)  0.110
H (-0.537629, -0.127483, 2.469502)  0.084
H (3.474426, -1.054496, 3.982892)  0.113
H (4.136573, -5.556053, -7.749068)  0.101
H (-3.844613, 3.947708, -8.760781)  0.105
H (4.965350, 0.292609, 6.233204)  0.117
H (5.016613, 0.737568, 4.402437)  0.115
H (-3.033253, 7.300928, -6.187198)  0.105
H (4.546260, 2.795016, 6.132799)  0.115
H (2.840408, -7.388987, -4.074885)  0.115
H (-3.727941, 2.120292, -1.260151)  0.104
H (-5.244754, 0.531352, 3.787026)  0.089
H (4.004376, -7.551747, -6.275877)  0.105
H (2.220722, 1.197532, 7.004073)  0.116
H (3.098186, -3.414297, -7.041411)  0.105
H (1.906514, -3.281622, -4.851737)  0.114
H (2.636573, -3.296053, -2.029068)  0.093
H (-3.269672, -0.925095, 2.312983)  0.096
H (2.544652, 2.996607, 7.467283)  0.128
H (-2.942423, 6.237459, -8.430264)  0.101
H (-2.024362, -1.818216, -0.904200)  0.112

Atomic forces in eV per Å
-0.12 -0.10 0.09
-0.19 0.06 0.32
0.15 -0.19 -0.10
-0.09 -0.12 0.20
-4.89 -0.53 6.48
3.96 -7.34 -1.36
0.04 -0.07 0.01
-0.25 -0.92 -0.06
-0.13 0.41 0.07
-0.14 0.40 0.04
-0.04 -0.06 0.11
0.05 0.30 0.38
0.01 -0.04 0.03
-0.03 -0.06 0.00
0.51 -0.09 -0.99
0.00 0.16 0.08
-0.02 0.05 0.07
-0.92 -2.32 -1.72
1.37 0.43 0.49
-0.55 0.84 0.43
2.95 0.64 0.34
-0.05 -1.50 0.12
0.04 -0.27 0.29
0.44 0.57 -0.87
-1.87 3.22 0.67
0.39 -0.27 -0.88
-1.99 -0.94 -0.23
-2.93 2.25 2.36
0.59 -0.06 -1.09
0.04 -0.45 0.19
1.31 3.14 2.25
-3.07 2.41 2.54
0.04 -0.07 -0.01
0.06 -0.44 0.15
-0.13 -0.38 -0.15
-0.03 0.05 0.03
4.09 -2.13 -2.47
-1.00 0.70 -0.46
-0.03 0.00 0.06
-0.03 -0.06 0.04
-0.03 0.00 0.05
1.38 -1.85 -2.99
0.10 0.13 -0.48
1.92 0.32 -3.29
-0.02 -0.04 0.07
0.08 -0.08 -0.09
-0.26 -0.70 -2.59
2.14 -0.40 0.33
-2.08 0.73 -0.69
0.05 -0.18 0.10
0.08 0.02 -0.20
-0.03 -0.05 0.09
1.90 1.63 0.98
-0.03 0.10 -0.03
0.00 -0.09 -0.07
-0.11 0.18 0.08
-0.22 -1.07 2.17
1.70 -1.36 -1.45
1.40 -0.98 -1.72
0.01 0.10 0.06
-0.06 -0.13 0.14
-2.14 1.55 1.58
-0.61 1.46 2.11
-0.10 0.01 0.19
-0.02 0.05 0.20
-1.71 0.96 -1.71
-1.56 0.00 2.07
-0.10 -0.19 0.01
-1.84 -1.25 -1.27
-0.04 0.10 -0.04
0.11 -0.16 -0.09
2.78 0.78 0.06
-0.09 0.17 0.10
0.14 2.27 -1.06
-0.04 -0.15 0.15
0.01 -0.11 0.01
-0.13 0.02 0.25
0.50 2.42 1.80
-0.60 -1.35 -2.34
-0.09 -0.10 0.17
0.04 0.05 -0.09

No. 4
ORCA calculation (ωB97M-V/def2-TZVPD) on 2 unconnected molecules or ions with the total composition C3H3O3S.

Highest occupied orbital energy, Eh: -0.1038
Gap between HOMO and LUMO, eV: 6.5
Calculated total energy, eV: -20136.8168
ΔE to the lowest compared entry with this formula, charge and spin, eV: 1.656
LUMO level, eV: 3.674
Net charge: -1

Last column: Löwdin charge in e.
CARTESIAN COORDINATES (ANGSTROEM)
S (0.268038, 1.987201, -0.674732)  0.499
O (2.527144, -0.874284, -1.247041)  0.084
O (2.776561, -0.525234, 1.003190)  0.040
O (-0.392395, -0.410714, 0.307908)  -0.243
C (2.407577, -0.601734, -0.131736)  -0.640
C (-1.797767, -0.115275, 0.303472)  -0.141
C (0.544057, 0.457866, -0.165861)  -0.745
H (-2.332612, -0.432991, 1.116972)  0.024
H (-2.243985, -0.601167, -0.580803)  0.071
H (-1.756620, 1.116330, 0.068631)  0.052

Atomic forces in eV per Å
-0.56 0.51 -0.20
0.98 -1.41 -3.13
0.31 -0.51 -0.18
-0.18 -0.26 0.28
-1.74 2.28 3.12
1.72 4.32 -4.15
0.88 -1.51 0.72
-0.69 -0.58 2.50
0.17 0.21 0.13
-0.90 -3.06 0.90

No. 5
ORCA calculation (ωB97M-V/def2-TZVPD) on a single CH5N3O3 molecule.

Highest occupied orbital energy, Eh: -0.3462
Gap between HOMO and LUMO, eV: 9.7
Calculated total energy, eV: -11724.3383
ΔE to the lowest compared entry with this formula, charge and spin, eV: 4.395
SMILES string: ON=C(NO)NO
LUMO level, eV: 0.273
Net charge: 0

Last column: Löwdin charge in e.
CARTESIAN COORDINATES (ANGSTROEM)
O (0.105263, -2.004553, -0.738667)  -0.087
O (1.865880, 1.147652, 0.126333)  -0.138
O (-2.090970, 0.948240, 0.786352)  -0.048
N (-0.694448, -1.159392, 0.070306)  0.034
N (-0.638762, 1.172519, 0.619388)  0.003
N (1.088101, 0.288916, -0.855072)  0.045
C (-0.038610, 0.007014, 0.031270)  -0.374
H (-2.250845, 0.317670, 0.092585)  0.047
H (-0.500982, 2.020541, 0.039449)  0.142
H (-0.283424, -2.715546, -0.226835)  0.085
H (1.640706, -0.542964, -1.001177)  0.097
H (1.798091, 0.519904, 1.056069)  0.194

Atomic forces in eV per Å
-1.04 -1.20 0.82
-0.27 -3.46 2.26
2.28 1.02 0.37
2.55 4.87 -0.29
-0.87 -1.11 -0.44
-0.83 1.28 3.62
-2.74 -0.48 -1.62
-0.60 -0.77 -0.65
-0.06 -0.88 0.42
0.86 -1.80 -0.95
0.08 -0.33 0.04
0.65 2.87 -3.59

No. 6
ORCA calculation (ωB97M-V/def2-TZVPD) on a molecular structure, C22H15F3N3O6S2.

Highest occupied orbital energy, Eh: -0.1428
Gap between HOMO and LUMO, eV: 5.5
Calculated total energy, eV: -69630.5436
LUMO level, eV: 1.631
Net charge: -1

Last column: Löwdin charge in e.
CARTESIAN COORDINATES (ANGSTROEM)
S (3.700004, -2.235319, -2.624252)  0.738
S (3.620653, -0.193601, 1.162629)  0.819
F (-2.472234, 1.169044, 3.312847)  0.101
F (-2.567507, 0.039628, 1.427020)  0.104
F (-2.583343, -1.025186, 3.352362)  0.098
O (1.212359, 2.962935, -0.309934)  -0.008
O (3.301421, 2.551847, 0.254365)  -0.019
O (4.288173, -2.010075, -3.914726)  -0.266
O (0.286258, -1.214503, -6.600940)  0.026
O (-0.920821, 0.624215, -6.632717)  0.024
O (4.482758, -2.435456, -1.429630)  -0.286
N (2.252022, 2.246437, -0.361528)  -0.342
N (2.761121, -0.858892, -2.160259)  -0.113
N (-0.059793, -0.117873, -6.108445)  -0.342
C (1.835105, -0.214393, -2.982375)  -0.171
C (1.426481, 0.970420, -2.320567)  -0.063
C (1.461824, -0.552490, -4.282446)  0.077
C (-0.885206, -6.183621, -3.011207)  -0.056
C (2.224840, 1.044639, -1.103644)  -0.134
C (2.374730, -3.427098, -2.708411)  -0.274
C (0.097628, 1.499384, -4.260899)  0.011
C (3.089881, -0.062709, -1.054896)  -0.228
C (-0.533592, -0.040238, 2.611645)  -0.162
C (0.243637, -5.213855, -2.897915)  -0.270
C (0.466572, -4.505026, -1.711498)  -0.020
C (1.099442, -5.018829, -3.985283)  -0.032
C (0.557981, 1.867107, -2.985775)  0.011
C (2.093538, -0.150644, 1.822613)  -0.697
C (1.527400, 1.095791, 2.205867)  -0.099
C (0.529856, 0.299422, -4.893617)  -0.175
C (2.171723, -4.136220, -3.897926)  -0.053
C (1.418708, -1.351396, 2.143265)  -0.109
C (0.176065, 1.155160, 2.514910)  -0.016
C (-2.030294, 0.034671, 2.692530)  -0.533
C (0.078347, -1.296207, 2.523971)  -0.034
C (1.539150, -3.623920, -1.600018)  -0.026
H (-0.620317, 2.125662, -4.787048)  0.110
H (-0.206004, -4.647189, -0.860780)  0.119
H (0.926835, -5.563387, -4.917105)  0.121
H (-0.485960, -2.203966, 2.748444)  0.112
H (1.848603, -1.433885, -4.763556)  0.100
H (2.166593, 1.968905, 2.282344)  0.100
H (-0.524625, -7.192283, -3.221384)  0.083
H (1.721572, -3.085497, -0.669637)  0.119
H (1.987962, -2.277875, 2.109138)  0.092
H (-0.309212, 2.121181, 2.672075)  0.124
H (-1.561071, -5.915862, -3.824878)  0.085
H (4.201601, -0.255135, -0.807264)  0.057
H (2.832871, -3.962796, -4.747425)  0.117
H (-1.461922, -6.218195, -2.089998)  0.074
H (0.257856, 2.801195, -2.501360)  0.105

Atomic forces in eV per Å
-0.79 1.34 1.79
1.12 -1.34 0.85
0.03 -0.74 -0.41
-0.07 0.00 0.92
0.08 0.60 -0.40
1.37 -0.98 -0.47
-1.52 -0.26 -1.24
-0.37 -0.41 0.43
-0.53 1.60 0.63
1.25 -1.20 0.61
-0.06 -0.42 -1.13
0.51 0.90 1.20
0.07 -1.19 -0.57
-1.00 -0.34 -2.05
-0.35 0.01 -0.82
0.36 0.18 0.26
-0.33 0.36 1.18
-0.31 -0.19 -0.02
-0.96 1.13 -1.36
0.02 -0.45 -0.35
0.22 -0.28 0.24
4.10 0.10 0.06
-0.87 0.01 0.15
0.36 0.25 -0.03
0.24 0.03 -0.06
0.19 0.05 0.06
-0.08 -0.67 -0.49
-0.91 0.29 2.18
-0.48 -0.79 -0.02
0.33 0.69 1.63
-0.06 0.30 0.21
-0.86 0.50 0.02
0.42 -0.14 0.00
0.19 0.05 -0.06
0.52 0.12 -0.22
0.17 0.12 -0.22
0.23 -0.18 0.12
0.26 0.05 -0.28
0.04 0.16 0.30
0.13 0.31 -0.12
-0.13 -0.01 -0.17
-0.17 -0.05 -0.46
0.06 0.01 0.03
-0.04 -0.03 -0.23
-0.24 0.11 -0.17
0.09 -0.40 0.00
0.00 0.06 0.00
-2.06 1.27 -1.48
-0.18 -0.04 0.22
-0.06 -0.02 0.03
0.09 -0.49 -0.27

Which value of net charge does entry 3 give? 0